# 1
{"formula": "C20H21N7RuS3", "method": "ωB97M-V/def2-TZVPD", "elements": ["Ru", "N", "C", "S", "N", "N", "C", "C", "C", "C", "C", "C", "N", "H", "H", "H", "H", "H", "H", "H", "S", "C", "C", "C", "C", "C", "C", "C", "C", "C", "N", "H", "H", "H", "H", "H", "H", "C", "N", "C", "C", "N", "C", "S", "H", "H", "H", "H", "H", "H", "H", "H"], "xyz": [[-2.091, -13.238, 8.940], [-1.816, -14.660, 13.157], [-2.284, -14.294, 11.949], [-1.306, -13.061, 11.090], [-3.396, -14.795, 11.447], [-3.496, -14.583, 10.088], [-4.452, -15.186, 9.437], [-4.484, -15.023, 7.952], [-4.891, -16.080, 7.147], [-4.635, -15.974, 5.798], [-4.132, -14.865, 5.222], [-3.802, -13.802, 6.072], [-3.923, -13.955, 7.405], [-1.087, -14.142, 13.597], [-2.437, -15.235, 13.756], [-5.060, -15.824, 10.027], [-5.266, -16.991, 7.546], [-4.884, -16.850, 5.225], [-3.859, -14.879, 4.071], [-3.326, -12.887, 5.652], [0.273, -9.589, 8.173], [1.449, -10.873, 8.293], [0.822, -12.109, 8.499], [-0.607, -11.993, 8.681], [-1.022, -10.590, 8.528], [-2.429, -10.232, 8.621], [-2.865, -8.992, 8.829], [-4.206, -8.767, 9.114], [-5.075, -9.863, 8.978], [-4.557, -11.082, 8.848], [-3.233, -11.263, 8.631], [2.504, -10.704, 8.143], [1.276, -13.022, 8.602], [-2.072, -8.224, 8.918], [-4.649, -7.926, 9.573], [-6.133, -9.800, 9.237], [-5.161, -11.932, 8.654], [1.449, -16.240, 6.113], [0.963, -14.933, 5.676], [1.675, -14.113, 4.661], [0.745, -12.893, 4.567], [-0.234, -13.138, 5.658], [-0.055, -14.328, 6.224], [-0.921, -14.984, 7.556], [2.523, -16.263, 5.992], [1.012, -17.010, 5.515], [1.190, -16.519, 7.150], [1.672, -14.682, 3.716], [2.659, -14.069, 5.002], [0.235, -12.847, 3.608], [1.259, -11.931, 4.750], [-0.713, -12.414, 6.158]], "lumo_energy_ha": [-0.223, -0.305], "e_tot_ha": -2446.8724, "relative_energy_kcal_mol": 13.9, "charge": 2, "s_squared": 6.0500, "homo_ev": [-13.915, -14.188], "multiplicity": 5}

***

# 2
{"formula": "C20H22BN7O3RuS2", "method": "ωB97M-V/def2-TZVPD", "elements": ["Ru", "O", "C", "N", "C", "O", "C", "C", "C", "C", "C", "N", "C", "C", "C", "C", "C", "N", "H", "H", "H", "H", "H", "H", "H", "H", "C", "N", "C", "C", "N", "B", "N", "C", "C", "N", "C", "C", "S", "C", "S", "H", "H", "H", "H", "H", "H", "H", "H", "H", "H", "H", "H", "O", "H", "H"], "xyz": [[-0.008, -0.370, -0.254], [-1.362, -1.514, -3.950], [-0.755, -1.129, -2.984], [-1.186, -1.127, -1.672], [-2.223, -1.991, -1.331], [-3.236, -2.179, -1.945], [-1.909, -2.749, -0.068], [-2.812, -3.692, 0.384], [-2.509, -4.414, 1.523], [-1.313, -4.142, 2.164], [-0.468, -3.175, 1.647], [-0.737, -2.481, 0.530], [0.673, -0.696, -3.077], [1.292, -0.692, -4.311], [2.609, -0.291, -4.380], [3.218, 0.144, -3.215], [2.540, 0.140, -2.006], [1.275, -0.341, -1.930], [-3.725, -3.832, -0.178], [-3.188, -5.167, 1.902], [-1.021, -4.668, 3.063], [0.454, -2.958, 2.151], [0.717, -1.003, -5.171], [3.144, -0.285, -5.319], [4.235, 0.510, -3.235], [3.542, -0.027, -0.081], [2.203, -1.427, 1.842], [1.727, -0.267, 1.102], [3.282, 0.732, -0.807], [2.549, 1.905, -0.222], [1.884, 2.026, 0.863], [1.216, 3.446, 1.191], [-0.332, 3.177, 1.280], [-1.169, 3.680, 2.244], [-2.445, 3.386, 1.887], [-2.374, 2.687, 0.703], [-3.503, 2.128, -0.028], [-1.085, 2.573, 0.356], [-0.487, 1.745, -1.055], [1.712, 0.879, 1.764], [1.510, 1.149, 3.375], [3.271, -1.293, 2.036], [2.094, -2.317, 1.227], [1.723, -1.547, 2.815], [4.203, 1.152, -1.215], [2.585, 2.815, -0.813], [1.455, 4.155, 0.253], [1.599, 3.866, 2.238], [-0.781, 4.208, 3.097], [-3.383, 3.610, 2.361], [-4.385, 2.203, 0.602], [-3.308, 1.085, -0.269], [-3.666, 2.679, -0.952], [-1.173, 0.032, 1.592], [-0.565, 0.394, 2.275], [-1.599, -0.732, 2.002]], "lumo_energy_ha": [-0.127, -0.157], "e_tot_ha": -2300.3553, "relative_energy_kcal_mol": 42.0, "charge": 1, "s_squared": 0.7569, "homo_ev": [-11.351, -11.272], "multiplicity": 2}

***

# 3
{"formula": "C20H22BrClF4KN5O6S", "method": "ωB97M-V/def2-TZVPD", "elements": ["K", "C", "N", "C", "C", "C", "N", "C", "C", "F", "C", "F", "C", "C", "F", "C", "F", "H", "H", "H", "H", "H", "H", "H", "H", "H", "H", "H", "O", "Cl", "O", "O", "O", "Br", "C", "C", "C", "C", "C", "N", "C", "O", "O", "H", "H", "H", "C", "N", "C", "C", "N", "C", "S", "H", "H", "H", "H", "H", "H", "H", "H"], "xyz": [[-0.937, -1.600, -0.054], [0.282, 1.478, 2.643], [1.488, 0.681, 2.814], [2.444, 1.323, 3.677], [1.250, -0.711, 3.191], [2.277, -1.661, 2.569], [2.073, -1.754, 1.138], [3.056, -1.593, 0.287], [2.724, -1.489, -1.115], [1.443, -1.581, -1.441], [3.622, -1.279, -2.112], [3.162, -1.154, -3.380], [4.990, -1.167, -1.897], [5.363, -1.309, -0.574], [6.671, -1.256, -0.277], [4.486, -1.518, 0.461], [5.051, -1.723, 1.676], [-0.231, 1.692, 3.604], [-0.433, 0.953, 2.010], [0.527, 2.435, 2.172], [2.074, 1.433, 4.719], [2.681, 2.323, 3.298], [3.375, 0.748, 3.711], [0.247, -1.002, 2.875], [1.284, -0.813, 4.292], [2.133, -2.646, 3.037], [3.269, -1.322, 2.868], [5.698, -0.978, -2.693], [-1.678, -3.422, -3.870], [-1.975, -2.986, -2.529], [-3.393, -3.008, -2.300], [-1.489, -1.623, -2.353], [-1.303, -3.824, -1.564], [-2.569, 4.035, 0.546], [-3.108, 2.817, 1.919], [-3.580, 3.340, 3.112], [-3.985, 2.422, 4.074], [-3.904, 1.069, 3.797], [-3.380, 0.659, 2.575], [-2.986, 1.541, 1.643], [-3.224, -0.838, 2.275], [-4.247, -1.528, 2.461], [-2.064, -1.184, 1.916], [-3.625, 4.407, 3.269], [-4.364, 2.769, 5.029], [-4.235, 0.312, 4.501], [-2.660, 1.522, -3.534], [-1.372, 1.088, -4.034], [-1.311, 0.086, -5.100], [0.108, -0.493, -4.974], [0.706, 0.352, -3.939], [-0.219, 1.127, -3.312], [0.078, 2.013, -1.924], [-3.277, 0.650, -3.293], [-3.176, 2.133, -4.280], [-2.506, 2.108, -2.634], [-1.479, 0.551, -6.076], [-2.071, -0.679, -4.943], [0.662, -0.405, -5.909], [0.082, -1.534, -4.674], [1.471, 0.010, -3.375]], "lumo_energy_ha": 0.150, "e_tot_ha": -5932.2160, "relative_energy_kcal_mol": 25.7, "charge": -2, "homo_ev": -1.302}

***

# 4
{"formula": "C20H22BrN3O3", "method": "ωB97M-V/def2-TZVPD", "elements": ["C", "H", "O", "C", "C", "C", "C", "C", "C", "C", "N", "C", "C", "H", "O", "C", "C", "H", "H", "H", "H", "H", "H", "H", "H", "H", "H", "C", "N", "N", "C", "O", "C", "C", "C", "C", "C", "C", "H", "H", "H", "Br", "H", "H", "H", "H", "H", "H", "H"], "xyz": [[4.288, 3.623, 1.057], [3.647, 3.865, 1.910], [4.644, 2.262, 1.046], [3.663, 1.324, 0.962], [2.304, 1.621, 0.868], [1.368, 0.611, 0.798], [1.761, -0.726, 0.834], [3.124, -1.015, 0.926], [4.080, -0.020, 0.975], [5.553, -0.367, 1.035], [6.253, -0.539, -0.222], [5.900, -1.682, -1.041], [4.784, -1.390, -2.055], [3.830, -1.206, -1.536], [5.108, -0.274, -2.856], [5.318, 0.870, -2.054], [6.450, 0.639, -1.045], [7.380, 0.487, -1.606], [6.561, 1.511, -0.402], [4.383, 1.125, -1.533], [5.577, 1.677, -2.742], [4.662, -2.230, -2.742], [6.800, -1.963, -1.601], [5.616, -2.516, -0.399], [6.077, 0.423, 1.580], [5.671, -1.304, 1.588], [3.443, -2.048, 0.961], [0.793, -1.796, 0.784], [-0.457, -1.552, 0.757], [-1.332, -2.564, 0.722], [-2.689, -2.413, 0.648], [-3.397, -3.391, 0.520], [-3.223, -1.026, 0.718], [-4.345, -0.743, -0.055], [-4.895, 0.523, -0.012], [-4.363, 1.512, 0.799], [-3.263, 1.214, 1.585], [-2.691, -0.046, 1.550], [-1.840, -0.269, 2.173], [-2.852, 1.974, 2.231], [-4.808, 2.495, 0.820], [-6.418, 0.918, -1.085], [-4.769, -1.517, -0.676], [-0.992, -3.530, 0.675], [1.180, -2.823, 0.778], [0.318, 0.843, 0.717], [1.969, 2.646, 0.847], [5.226, 4.170, 1.147], [3.789, 3.916, 0.128]], "lumo_energy_ha": 0.006, "e_tot_ha": -3739.2780, "smiles": "COc1ccc(/C=N/NC(=O)c2cccc(Br)c2)cc1CN1CCOCC1", "relative_energy_kcal_mol": 65.5, "charge": 0, "homo_ev": -8.025}

***

Which formula does entry 1 have?
C20H21N7RuS3